1.
Computed, not measured: C18H38IrOP2 as an isolated structure in a non-equilibrium geometry, with ωB97M-V/def2-TZVPD.

Multiplicity: 6
E_tot, eV: -42720.96047
Frontier orbital gap (spin up / spin down), eV: 7.0 / 6.0
Relative energy (zero: lowest compared OMol25 entry of this formula, charge and spin), eV: 0.2866
Net charge: +2

Geometry as XYZ:
```
60
Properties=species:S:1:pos:R:3:forces:R:3
P 0.467753 -3.302264 -2.600047 0.787 -0.871 0.770
P 0.003950 3.254540 -1.529632 1.077 -2.162 0.455
C 0.453293 0.855270 -2.888731 0.525 1.799 -0.156
C 1.079192 2.144675 -2.522884 -0.432 0.235 0.028
H -0.605782 1.062756 -3.084698 0.051 -0.142 -0.185
H 1.060829 0.557605 -3.822608 -0.626 0.228 0.377
H 2.015186 1.985088 -1.966516 -0.083 0.576 -0.194
H 1.227008 2.628362 -3.498998 0.628 0.415 0.412
C -1.699799 3.637981 -1.921629 -0.373 0.415 -0.465
H -1.951871 4.502111 -1.256354 0.097 -0.587 -0.573
H -2.345287 2.775546 -1.633455 0.625 0.602 -0.266
H -1.864008 3.917187 -2.982052 0.073 -0.033 0.651
C 1.133357 4.618095 -1.413586 -0.419 0.671 0.283
H 1.042779 5.151846 -2.378555 0.091 0.012 0.466
H 2.159134 4.225889 -1.309032 -0.540 0.319 0.032
H 0.840271 5.258283 -0.567351 0.369 0.100 -0.480
C -0.695415 -4.517215 -3.289695 0.119 -0.086 -0.206
H -0.877054 -5.437342 -2.713853 0.433 0.403 -0.005
H -0.267745 -4.765009 -4.266005 -0.377 -0.215 -0.119
H -1.656482 -4.004991 -3.404902 0.154 -0.209 -0.052
C 2.223294 -3.707461 -2.649425 -0.330 -0.895 -0.029
H 2.754019 -3.027657 -1.994079 0.079 0.148 0.037
H 2.484371 -3.533400 -3.682075 0.656 0.003 -0.366
H 2.449025 -4.739770 -2.387406 0.014 -0.012 0.026
Ir 0.069975 -1.059687 -3.188042 -0.554 -0.216 4.784
C 0.215409 1.382959 -5.614206 -1.303 1.297 -0.572
C -1.083629 1.369083 -5.246281 1.046 1.186 -1.593
C -2.116214 0.470407 -5.826908 -0.513 -0.169 -0.173
C -1.588840 -0.970917 -6.043235 -1.028 0.414 0.020
C -0.789551 -1.578911 -4.922691 -2.020 -1.209 -2.010
C 0.669081 -1.551392 -4.958976 1.923 -2.071 -2.209
C 1.458819 -0.797286 -6.011849 0.132 -0.457 -0.004
C 0.916929 0.504431 -6.602253 0.882 0.477 -0.414
C -0.447429 -1.481579 -1.193846 -0.990 -0.082 1.597
H 0.810917 2.270204 -5.329496 -0.339 -0.579 0.127
H -1.436779 2.235050 -4.670975 0.060 -0.390 -0.009
H -2.465581 0.868819 -6.812653 0.337 -0.165 0.644
H -3.024266 0.504047 -5.196464 0.410 -0.358 -0.146
H -2.485583 -1.598969 -6.136935 0.335 0.079 -0.408
H -1.012018 -0.998973 -6.977449 -0.354 -0.243 0.300
H -1.343774 -2.437531 -4.489478 0.714 0.112 -0.646
H 1.216841 -2.477023 -4.665120 -0.442 0.524 -1.545
H 1.562638 -1.529129 -6.816545 0.240 0.081 -0.122
H 2.469766 -0.625960 -5.615470 -0.210 -0.112 -0.066
H 1.812638 1.083454 -6.883771 -0.301 -0.279 -0.150
H 0.399072 0.345739 -7.566923 -0.134 0.081 0.727
H 0.396454 -0.975880 -0.704476 -0.445 -0.002 0.126
H -0.476785 -2.509822 -0.788858 -0.289 0.638 0.121
H -1.435007 -1.022875 -1.072296 0.140 0.157 0.381
C 1.430035 3.038303 1.284941 0.161 -0.197 0.365
C 0.644061 1.838997 0.760866 0.074 -0.070 -0.343
C -0.288139 1.084568 1.714888 0.049 0.029 0.021
O -0.292565 2.352577 -0.272151 0.123 0.339 0.280
H 0.815787 3.951256 1.247127 0.134 -0.407 0.403
H 2.331240 3.224111 0.679958 -0.261 -0.136 0.271
H 1.753846 2.839992 2.317716 -0.087 0.239 -0.350
H 1.331627 1.125862 0.253825 -0.400 0.387 0.236
H -1.228225 1.670691 1.796321 0.602 -0.444 0.262
H -0.522472 0.088493 1.285436 0.017 0.623 0.285
H 0.175805 0.925963 2.710938 -0.305 0.206 -0.631
```
Forces are in eV/Å.

---

2.
Computed, not measured: a 4-piece molecular cluster, C18H38N2O6 overall in a non-equilibrium geometry, with ωB97M-V/def2-TZVPD.

E_tot, eV: -34546.86063
Frontier orbital gap, eV: 6.4
Relative energy (zero: lowest compared OMol25 entry of this formula, charge and spin), eV: 0.7124

Geometry as XYZ:
```
64
Properties=species:S:1:pos:R:3:forces:R:3
C -15.279742 -14.700722 20.533129 -0.526 -0.154 0.582
C -15.197228 -16.051579 21.255834 0.519 0.289 -0.155
C -15.952401 -16.092102 22.573494 0.771 0.781 -0.144
N -15.884832 -17.418029 23.274253 -1.633 0.591 -0.240
C -14.500717 -17.778373 23.612640 1.015 0.422 -0.158
C -16.684765 -17.306213 24.569636 1.114 -0.281 0.168
C -17.062473 -18.748647 24.864126 0.097 0.317 0.667
C -17.205126 -19.430605 23.500819 -0.251 -0.416 0.057
C -16.566422 -18.505437 22.461107 0.856 0.050 0.757
H -14.619800 -14.681863 19.670543 0.024 -0.046 -0.020
H -14.968386 -13.922968 21.231587 -0.045 0.162 -0.164
H -16.299529 -14.498948 20.201118 0.034 0.135 -0.026
H -14.137603 -16.135052 21.502337 0.018 -0.517 -0.222
H -15.515121 -16.843066 20.574506 0.158 -0.136 0.072
H -16.992791 -15.797226 22.440892 -0.122 -0.305 0.124
H -15.473476 -15.383703 23.257795 -0.203 0.022 0.124
H -14.455473 -18.765018 24.062791 -0.121 0.031 0.109
H -14.090445 -16.998720 24.264513 -0.235 -0.140 0.273
H -13.890816 -17.756654 22.712968 -0.141 -0.309 -0.113
H -15.956219 -16.914517 25.286161 -0.432 0.339 0.233
H -17.491563 -16.596321 24.416079 -0.167 -0.168 -0.068
H -16.278251 -19.188276 25.483586 0.208 -0.091 -0.340
H -17.920468 -18.824563 25.531311 -0.320 0.117 -0.403
H -16.727001 -20.408021 23.531135 -0.044 -0.021 -0.177
H -18.253487 -19.583093 23.249308 0.012 -0.066 -0.009
H -15.741909 -18.945234 21.906653 -0.363 -0.284 -0.340
H -17.297663 -18.059534 21.795282 0.056 0.139 -0.022
C -11.127680 -12.828259 29.691563 -0.836 0.684 -0.386
C -12.461531 -13.128324 30.408421 0.164 -0.308 0.385
C -12.814868 -14.603392 30.280015 0.516 0.451 -1.088
N -14.121513 -14.971552 30.879498 -0.490 -0.796 1.015
C -14.030207 -14.882204 32.354361 0.362 0.211 0.605
C -14.513309 -16.394725 30.490391 0.105 0.639 -0.464
C -15.959684 -16.501167 30.922756 -0.311 -0.042 0.548
C -16.517284 -15.084364 30.715050 -0.802 0.452 0.277
C -15.337464 -14.185835 30.385561 1.116 -0.555 -0.378
H -10.606479 -13.695198 29.289039 -0.004 -0.193 0.301
H -10.480133 -12.239992 30.336276 0.204 -0.137 -0.049
H -11.369832 -12.207213 28.824615 0.352 0.036 -0.003
H -13.269692 -12.513300 30.012407 0.085 -0.057 -0.314
H -12.392434 -12.844831 31.462677 0.126 -0.125 0.054
H -12.014611 -15.233118 30.676548 -0.286 -0.037 0.536
H -12.843415 -14.877491 29.222916 -0.376 0.217 -0.009
H -14.949593 -15.213909 32.823454 -0.040 -0.009 -0.071
H -13.817481 -13.866816 32.678292 -0.190 0.139 -0.264
H -13.193321 -15.475842 32.721913 -0.095 -0.245 -0.208
H -13.800660 -17.073674 30.950087 -0.055 -0.127 -0.021
H -14.452100 -16.374352 29.393545 0.096 -0.344 0.030
H -16.031518 -16.771631 31.978142 0.015 -0.042 -0.004
H -16.550749 -17.249622 30.401788 0.320 -0.035 -0.334
H -17.050900 -14.716348 31.595981 0.255 -0.146 0.194
H -17.292527 -15.024775 29.951777 0.344 -0.135 -0.349
H -15.334276 -13.218431 30.875313 -0.060 0.105 -0.157
H -15.112450 -14.136399 29.317950 -0.483 0.477 -0.002
O -11.276550 -12.525389 25.355332 -0.261 -0.262 0.076
C -11.789252 -11.644722 26.307982 -0.177 0.910 0.302
O -13.049725 -11.619435 26.384975 -0.208 -0.691 0.045
O -10.974533 -10.972088 26.940730 0.234 -0.240 -0.028
H -12.092998 -12.957247 25.069608 0.141 -0.148 -0.273
O -14.221436 -13.984429 27.498392 -0.010 -0.520 -0.073
C -14.452491 -15.117983 26.772278 -0.600 -0.451 -0.628
O -14.366561 -15.001091 25.528481 0.051 -0.293 -0.313
O -14.784041 -16.155219 27.402616 0.119 0.224 0.332
H -13.969135 -13.319629 26.828529 0.401 0.935 0.150
```
Forces are in eV/Å.